No. 1
The following is a DFT calculation (ωB97M-V with the def2-TZVPD basis set) of C17H29N4O2PPtS as an isolated structure.

Geometry as XYZ:
```
55
Properties=species:S:1:pos:R:3:nbo_charge:R:1
Pt 1.393 0.912 0.534 0.87
C -2.368 -4.109 -4.989 -0.64
C -2.096 -3.430 -3.679 0.06
C -3.134 -3.071 -2.825 -0.21
C -2.881 -2.458 -1.608 -0.16
C -1.565 -2.204 -1.250 -0.43
C -0.504 -2.555 -2.081 -0.11
C -0.779 -3.163 -3.288 -0.22
S -1.211 -1.448 0.278 2.34
O -2.464 -1.188 0.975 -1.00
O -0.239 -2.221 1.024 -0.99
N -0.474 -0.041 0.011 -1.04
C -1.037 1.058 -0.610 0.38
C -2.260 1.234 -1.251 -0.28
C -2.520 2.480 -1.791 -0.09
C -1.596 3.519 -1.681 -0.27
C -0.417 3.280 -1.014 0.07
N -0.162 2.076 -0.491 -0.53
H -3.434 -4.155 -5.201 0.23
H -1.980 -5.129 -4.975 0.24
H -1.874 -3.585 -5.807 0.24
H -4.157 -3.279 -3.112 0.23
H -3.689 -2.193 -0.940 0.24
H 0.518 -2.369 -1.777 0.22
H 0.037 -3.447 -3.941 0.23
H -2.969 0.424 -1.326 0.25
H -3.456 2.648 -2.306 0.25
H -1.794 4.494 -2.101 0.25
H 0.338 4.042 -0.882 0.22
C 4.823 0.906 0.769 -0.95
P 3.398 2.019 0.793 1.01
C 3.561 2.984 2.312 -0.96
C 3.674 3.192 -0.554 -0.95
H 5.746 1.482 0.857 0.26
H 4.841 0.346 -0.165 0.27
H 4.766 0.201 1.597 0.26
H 4.521 3.500 2.320 0.27
H 3.512 2.327 3.181 0.25
H 2.763 3.724 2.377 0.26
H 4.654 3.658 -0.447 0.26
H 2.911 3.971 -0.534 0.25
H 3.628 2.679 -1.514 0.26
N -1.582 -1.618 3.519 -0.70
C -0.564 -0.769 4.229 -0.24
C 0.566 -0.297 3.313 -0.28
N 0.293 0.937 2.546 -0.80
H -2.255 -2.011 4.179 0.44
H -1.132 -2.386 3.007 0.47
H -2.114 -1.130 2.772 0.47
H -0.147 -1.391 5.019 0.25
H -1.097 0.058 4.696 0.23
H 0.824 -1.092 2.613 0.26
H 1.442 -0.110 3.933 0.24
H 0.388 1.761 3.132 0.40
H -0.647 0.934 2.156 0.40
```

The lowest unoccupied orbital energy (alpha / beta) is -4.99 / -7.55 eV. As for the multiplicity: 3. For the HOMO energy (alpha / beta), the calculation gives -14.00 / -14.01 eV. Its energy relative to the best compared isomer or geometry (same formula, charge and spin) is 0.00 kcal per mole. Its total charge is +2.

No. 2
The following is a DFT calculation (ωB97M-V with the def2-TZVPD basis set) of a 2-piece molecular cluster, C17H29N4O3 overall.

Geometry as XYZ:
```
53
Properties=species:S:1:pos:R:3:nbo_charge:R:1
O -6.116 0.471 -0.132 -0.64
O -2.251 0.959 0.627 -0.65
O 2.762 2.072 -2.364 -0.64
C -5.694 -0.350 0.671 0.68
C -2.943 0.743 -0.359 0.66
C 3.411 1.169 -1.847 0.67
C 0.233 -1.056 4.350 -0.21
C -0.664 -0.964 3.283 -0.18
C 1.582 -1.331 4.104 -0.20
C -0.211 -1.150 1.973 -0.24
C 2.034 -1.503 2.791 -0.25
C 1.141 -1.410 1.715 0.05
N -3.088 1.701 -1.280 -0.60
N 4.772 1.314 -1.590 -0.41
N -4.519 -0.962 0.529 -0.60
C -6.506 -0.712 1.892 -0.71
C -3.928 1.663 -2.478 -0.43
C 5.422 2.602 -1.863 -0.41
C 5.580 0.191 -1.108 -0.42
C -3.583 -0.643 -0.550 -0.31
C 1.636 -1.530 0.301 -0.44
C 2.107 -0.142 -0.151 -0.42
C 2.619 -0.140 -1.598 -0.14
N 1.445 -0.206 -2.515 -0.68
H -0.116 -0.911 5.369 0.23
H -1.710 -0.738 3.468 0.22
H 2.278 -1.408 4.935 0.22
H -0.922 -1.073 1.159 0.21
H 3.087 -1.702 2.617 0.21
H -2.676 2.589 -1.031 0.41
H -4.235 -1.613 1.242 0.40
H -5.920 -0.518 2.788 0.23
H -6.781 -1.764 1.845 0.23
H -7.408 -0.100 1.910 0.25
H -3.588 0.886 -3.165 0.18
H -4.966 1.468 -2.198 0.24
H -3.890 2.628 -2.987 0.22
H 4.875 3.419 -1.379 0.23
H 5.450 2.794 -2.941 0.22
H 6.449 2.624 -1.486 0.22
H 6.645 0.450 -1.085 0.24
H 5.471 -0.677 -1.766 0.20
H 5.284 -0.090 -0.092 0.20
H -4.113 -0.691 -1.501 0.22
H -2.789 -1.387 -0.569 0.22
H 2.464 -2.247 0.258 0.22
H 0.836 -1.908 -0.342 0.19
H 1.295 0.586 -0.034 0.24
H 2.913 0.178 0.520 0.25
H 3.297 -0.989 -1.747 0.24
H 1.260 0.756 -2.836 0.48
H 0.624 -0.556 -2.023 0.44
H 1.645 -0.790 -3.327 0.44
```

The lowest unoccupied orbital energy is -3.24 eV. For the HOMO energy, the calculation gives -11.61 eV. Its total charge is +1.

No. 3
The following is a DFT calculation (ωB97M-V with the def2-TZVPD basis set) of one molecule with the formula C17H29N5O7.

Geometry as XYZ:
```
58
Properties=species:S:1:pos:R:3:nbo_charge:R:1
C 0.457 4.810 -1.197 -0.25
O 1.422 3.786 -1.065 -0.54
C 1.447 2.919 -2.177 -0.08
C 2.501 1.862 -1.944 -0.08
O 2.185 1.200 -0.730 -0.57
C 2.926 0.014 -0.473 -0.17
C 2.136 -1.244 -0.819 0.65
O 2.597 -2.356 -0.638 -0.62
N 0.894 -1.019 -1.301 -0.63
C -0.049 -2.084 -1.566 -0.26
C -1.411 -1.520 -1.974 0.27
O -1.320 -0.698 -3.131 -0.55
C -0.844 -1.329 -4.307 -0.25
C -2.449 -2.650 -2.074 -0.45
C -3.033 -2.790 -0.653 -0.22
N -2.554 -1.604 0.065 -0.44
C -2.220 -1.699 1.385 0.70
O -2.518 -2.682 2.043 -0.63
C -1.455 -0.532 1.991 -0.50
C -1.419 -0.590 3.514 -0.40
C -0.725 0.624 4.129 -0.21
N 0.693 0.684 3.798 -0.42
C 1.327 1.299 2.750 0.61
O 0.615 2.007 1.864 -0.68
N 2.605 1.095 2.763 -0.38
N 2.870 0.298 3.885 -0.37
C 1.733 0.088 4.455 0.60
O 1.495 -0.624 5.572 -0.67
C -2.018 -0.640 -0.878 -0.23
H 0.502 5.422 -0.299 0.20
H 0.664 5.439 -2.069 0.17
H -0.552 4.394 -1.295 0.17
H 0.464 2.444 -2.307 0.17
H 1.679 3.469 -3.098 0.17
H 2.497 1.162 -2.788 0.18
H 3.494 2.318 -1.873 0.19
H 3.868 0.000 -1.027 0.20
H 3.164 -0.017 0.592 0.25
H 0.610 -0.060 -1.410 0.41
H 0.334 -2.743 -2.348 0.21
H -0.165 -2.713 -0.678 0.22
H -0.981 -0.620 -5.122 0.20
H 0.218 -1.578 -4.241 0.17
H -1.408 -2.237 -4.537 0.17
H -3.220 -2.350 -2.785 0.22
H -2.016 -3.587 -2.423 0.22
H -4.123 -2.813 -0.682 0.20
H -2.685 -3.686 -0.139 0.23
H -0.438 -0.555 1.587 0.23
H -1.889 0.415 1.662 0.22
H -2.438 -0.647 3.902 0.22
H -0.915 -1.501 3.842 0.23
H -1.179 1.555 3.785 0.22
H -0.801 0.593 5.215 0.23
H 1.205 2.248 1.128 0.53
H 2.347 -0.967 5.867 0.51
H -1.309 0.041 -0.415 0.22
H -2.817 -0.049 -1.333 0.21
```

The lowest unoccupied orbital energy is 0.51 eV. For the HOMO energy, the calculation gives -8.61 eV. Its energy relative to the best compared isomer or geometry (same formula, charge and spin) is 13.50 kcal per mole. Its SMILES is COCCOCC(=O)NC[C@@]1(OC)CCN(C(=O)CCCn2c(O)nnc2O)C1.

No. 4
The following is a DFT calculation (ωB97M-V with the def2-TZVPD basis set) of C17H30AsN2O5PPt as an isolated structure.

Geometry as XYZ:
```
57
Properties=species:S:1:pos:R:3:nbo_charge:R:1
Pt -0.916 -0.169 -0.277 0.32
C -3.376 -1.114 2.363 -0.26
O -2.866 0.219 2.237 -0.82
P -2.574 0.803 0.782 1.87
O -4.033 0.768 0.154 -0.82
C -4.235 1.172 -1.206 -0.25
O -2.387 2.349 1.091 -0.82
C -1.085 2.885 1.374 -0.27
H -3.167 -1.443 3.376 0.20
H -2.890 -1.784 1.648 0.18
H -4.450 -1.117 2.187 0.20
H -5.126 0.663 -1.561 0.20
H -3.380 0.889 -1.825 0.18
H -4.379 2.250 -1.250 0.20
H -1.147 3.956 1.207 0.21
H -0.331 2.448 0.715 0.21
H -0.827 2.697 2.416 0.18
C 1.588 1.192 -3.308 -1.01
As 2.539 0.970 -1.661 2.01
C 3.843 2.371 -1.547 -1.00
C 3.528 -0.664 -1.819 -1.00
O 1.487 1.004 -0.379 -1.24
H 2.238 0.984 -4.157 0.24
H 1.219 2.213 -3.367 0.25
H 0.760 0.487 -3.293 0.27
H 4.533 2.304 -2.387 0.25
H 4.388 2.276 -0.611 0.25
H 3.327 3.328 -1.567 0.26
H 4.182 -0.604 -2.688 0.25
H 2.814 -1.471 -1.933 0.24
H 4.120 -0.827 -0.922 0.25
N 0.362 -0.632 1.511 -0.86
C 1.053 -1.880 1.424 0.22
C 2.434 -1.914 1.298 -0.27
C 3.087 -3.135 1.187 -0.20
C 2.368 -4.322 1.227 -0.24
C 0.986 -4.283 1.368 -0.19
C 0.326 -3.066 1.445 -0.28
H 0.988 0.158 1.336 0.45
H -0.131 -0.536 2.391 0.40
H 2.988 -0.983 1.299 0.22
H 4.165 -3.160 1.094 0.23
H 2.884 -5.272 1.165 0.23
H 0.419 -5.204 1.414 0.22
H -0.753 -3.024 1.530 0.22
O 0.273 -1.277 -1.803 -0.67
N 0.016 -2.577 -1.940 0.05
C -1.224 -2.973 -2.267 0.03
C -1.527 -4.312 -2.367 -0.22
C -0.536 -5.259 -2.137 -0.16
C 0.737 -4.821 -1.813 -0.21
C 0.988 -3.468 -1.713 0.04
H -1.926 -2.168 -2.429 0.25
H -2.534 -4.601 -2.631 0.25
H -0.755 -6.314 -2.211 0.24
H 1.543 -5.515 -1.623 0.25
H 1.941 -3.044 -1.439 0.24
```

The lowest unoccupied orbital energy (alpha / beta) is -2.77 / -3.23 eV. As for the multiplicity: 2. For the HOMO energy (alpha / beta), the calculation gives -10.37 / -10.90 eV. Its energy relative to the best compared isomer or geometry (same formula, charge and spin) is 0.00 kcal per mole. Its total charge is +1.

No. 5
The following is a DFT calculation (ωB97M-V with the def2-TZVPD basis set) of a 3-piece molecular cluster, C17H30BrF5O9S overall.

Geometry as XYZ:
```
63
Properties=species:S:1:pos:R:3:nbo_charge:R:1
O -0.040 -0.414 4.999 -0.53
C -0.420 0.298 4.141 0.98
O -0.110 1.609 4.018 -0.47
C -0.845 2.174 2.949 -0.04
C -1.255 3.619 3.304 0.60
F -0.266 4.139 4.030 -0.29
F -2.363 3.678 4.047 -0.30
C -1.461 4.562 2.057 0.92
F -1.445 3.859 0.916 -0.31
F -2.629 5.190 2.140 -0.29
F -0.488 5.466 1.991 -0.30
C -1.908 1.073 2.635 0.02
S -3.443 1.136 3.604 0.04
Br -2.220 0.844 0.754 0.11
O -1.183 -0.084 3.068 -0.53
H -0.186 2.251 2.077 0.23
H -3.374 -0.172 3.874 0.15
C 7.421 0.350 -0.023 -0.25
O 6.487 0.734 0.959 -0.55
C 5.983 2.042 0.764 -0.09
C 4.606 2.192 1.370 -0.09
O 3.573 1.575 0.620 -0.54
C 3.437 0.167 0.723 -0.09
C 2.800 -0.296 2.013 -0.09
O 3.711 -0.248 3.092 -0.55
C 3.050 -0.101 4.332 -0.25
H 8.328 0.964 0.017 0.17
H 7.689 -0.687 0.172 0.19
H 6.993 0.424 -1.030 0.16
H 5.932 2.275 -0.307 0.17
H 6.653 2.769 1.243 0.17
H 4.365 3.257 1.357 0.19
H 4.606 1.852 2.408 0.20
H 4.390 -0.344 0.562 0.20
H 2.760 -0.107 -0.089 0.19
H 2.443 -1.328 1.879 0.17
H 1.930 0.342 2.221 0.15
H 2.431 0.804 4.334 0.16
H 3.810 -0.003 5.105 0.19
H 2.422 -0.967 4.559 0.18
C -0.395 -2.514 -3.447 -0.25
O -1.748 -2.901 -3.427 -0.55
C -2.337 -2.789 -2.146 -0.09
C -3.831 -2.577 -2.242 -0.09
O -4.211 -1.268 -2.632 -0.54
C -4.064 -0.916 -3.998 -0.09
C -5.092 -1.535 -4.917 -0.09
O -4.794 -2.893 -5.178 -0.55
C -5.927 -3.641 -5.551 -0.25
H 0.227 -3.180 -2.839 0.17
H -0.058 -2.565 -4.481 0.19
H -0.269 -1.487 -3.082 0.16
H -1.891 -1.952 -1.594 0.17
H -2.155 -3.711 -1.576 0.17
H -4.235 -2.695 -1.234 0.19
H -4.287 -3.335 -2.883 0.19
H -3.054 -1.123 -4.360 0.19
H -4.220 0.165 -4.023 0.19
H -5.095 -0.973 -5.862 0.17
H -6.085 -1.443 -4.460 0.17
H -6.709 -3.588 -4.784 0.16
H -5.610 -4.677 -5.662 0.19
H -6.346 -3.295 -6.503 0.17
```

The lowest unoccupied orbital energy is 0.36 eV. For the HOMO energy, the calculation gives -9.28 eV. Its SMILES is O=C1O[C@H](C(F)(F)C(F)(F)F)[C@@](S)(Br)O1.COCCOCCOC.COCCOCCOC.

no.,maximum force (eV/Å)
1,0.4
2,2.2
3,0.3
4,0.6
5,0.9